Entry from the OMol25 dataset: a molecular structure, C47H43N10O9SW (ωB97M-V with the def2-TZVPD basis set).

Structure (XYZ):
```
111
Properties=species:S:1:pos:R:3:mulliken_charge:R:1
W -0.73 0.62 0.00 0.27
O -0.45 1.80 1.32 -0.63
C 0.68 2.75 1.72 2.23
C 1.93 1.85 1.62 -1.58
C 2.00 1.04 0.35 -0.60
C 2.74 1.31 -0.72 -1.12
C 2.89 -0.58 -2.53 0.78
C 2.95 -1.73 -1.53 -3.36
C 1.45 -1.42 0.43 -1.16
C 0.52 -2.22 1.36 -2.33
C -1.02 -2.27 1.14 2.59
O -1.33 -1.03 0.37 0.89
C -1.73 -2.19 2.47 0.06
C -2.05 -0.99 3.08 -0.13
C -2.62 -0.98 4.35 -0.68
C -2.83 -2.17 5.03 -0.72
C -2.50 -3.37 4.43 -1.04
C -1.96 -3.39 3.15 -0.65
C -1.55 -3.39 0.25 -0.55
C -2.85 -3.37 -0.03 -0.60
C -3.51 -4.30 -0.95 -0.86
C -2.79 -5.15 -1.69 -1.44
C -1.32 -5.20 -1.51 -0.22
C -0.67 -4.50 -0.29 0.07
N 1.02 -0.01 0.29 1.45
C 0.42 3.17 3.15 -0.58
C -0.63 2.67 3.90 -0.05
C -0.80 3.10 5.21 -1.13
C 0.08 4.01 5.77 -0.64
C 1.14 4.50 5.02 -1.07
C 1.30 4.09 3.70 -0.23
C 0.58 3.91 0.76 0.10
C -0.66 4.52 0.59 -0.24
C -0.79 5.62 -0.24 -0.75
C 0.32 6.14 -0.89 -0.70
C 1.56 5.56 -0.70 -1.20
C 1.69 4.45 0.13 -0.13
H 1.92 1.18 2.49 0.42
H 2.81 2.49 1.72 0.72
H 3.45 2.13 -0.67 0.70
H 2.09 -0.84 -3.23 0.55
H 3.23 -2.62 -2.09 0.73
H 0.68 -1.80 2.36 1.14
H 0.89 -3.24 1.40 0.27
H -1.91 -0.03 2.58 -0.33
H -2.89 -0.03 4.81 0.52
H -3.27 -2.16 6.02 0.45
H -2.68 -4.31 4.94 0.46
H -1.72 -4.34 2.69 0.40
H -3.48 -2.61 0.43 0.62
H -4.59 -4.27 -1.03 0.51
H -3.26 -5.84 -2.38 0.51
H -0.96 -6.23 -1.61 0.60
H -0.33 -5.15 0.52 0.72
H -1.34 1.97 3.48 0.29
H -1.63 2.73 5.80 0.46
H -0.05 4.34 6.79 0.45
H 1.82 5.22 5.44 0.45
H 2.11 4.51 3.12 0.40
H -1.53 4.15 1.13 0.49
H -1.76 6.10 -0.35 0.54
H 0.22 7.02 -1.52 0.52
H 2.44 5.98 -1.18 0.49
H 2.68 4.04 0.28 0.46
C 1.70 -4.96 -1.26 -1.60
C 0.46 -4.11 -1.30 1.32
N -0.44 -4.41 -2.48 -0.58
N -0.99 -3.11 -2.72 0.33
C -0.29 -2.13 -2.21 0.38
S -0.56 -0.46 -2.48 -0.45
N 0.72 -2.68 -1.48 0.06
N 1.73 -2.03 -0.82 0.53
H 1.43 -6.01 -1.13 0.46
H 2.32 -4.67 -0.41 0.30
H 2.26 -4.86 -2.19 0.33
H -1.78 -3.00 -3.34 0.37
H 3.73 -1.55 -0.78 0.48
H 2.41 -1.36 0.96 0.56
C 5.12 0.75 -5.29 -1.01
N 4.02 0.47 -4.35 0.01
C 2.78 1.26 -4.40 -1.18
C 2.38 1.72 -3.01 0.61
O 2.01 2.84 -2.77 -0.45
N 2.55 0.75 -2.02 1.12
C 4.12 -0.44 -3.41 0.68
N 5.21 -1.18 -3.25 -0.29
H 4.82 1.55 -5.95 0.32
H 5.34 -0.14 -5.89 0.41
H 6.01 1.07 -4.74 0.43
H 1.97 0.69 -4.86 0.18
H 2.95 2.15 -5.00 0.60
H 5.26 -1.88 -2.54 0.16
H 6.01 -1.09 -3.86 0.28
O -2.61 1.36 -0.72 -0.79
C -1.99 2.17 -1.50 0.60
O -0.69 2.08 -1.40 1.07
C -2.60 3.09 -2.42 0.37
C -3.99 3.15 -2.51 -0.31
C -4.53 4.06 -3.38 -0.77
C -3.76 4.91 -4.16 -0.44
C -2.38 4.81 -4.04 -0.44
C -1.77 3.92 -3.18 -0.33
N -1.52 5.69 -4.86 1.11
O -0.33 5.53 -4.76 -0.61
O -2.08 6.51 -5.54 -0.59
N -6.01 4.14 -3.50 1.07
O -6.45 4.96 -4.26 -0.58
O -6.64 3.37 -2.81 -0.60
H -4.64 2.52 -1.92 0.83
H -4.22 5.62 -4.84 0.66
H -0.70 3.89 -3.10 0.78
```

frontier orbital gap = 0.214 Ha
HOMO level = -15.307 eV
E_tot = -95396.0850 eV
net charge = +3
ΔE to the lowest compared entry with this formula, charge and spin = 90.8 kcal per mole